# 1
Density functional theory data (ωB97M-V/def2-TZVPD) for a structure of composition C18H10Co2LiO6 in a non-equilibrium geometry.

charge: -1
2S+1: 1
highest occupied orbital energy: -3.74 eV

Last column: Löwdin charge in e.
Positions of all 37 atoms, in Å:
Co 0.18733 2.81099 2.81205  0.033
Co -2.25040 2.66031 1.12225  0.040
O -0.45248 0.19590 3.92435  0.066
O -3.55181 0.12403 1.89925  0.104
O -0.30975 4.79502 4.87309  0.053
O 3.02124 2.70137 2.13643  0.056
O -3.87771 3.50558 -1.16593  0.105
O -3.50679 4.30456 3.20431  0.110
C -3.01337 3.64499 2.39449  -0.133
C -0.70342 2.36182 0.27856  -0.412
C 3.25734 -2.77937 -2.37980  -0.186
C -0.66033 3.47783 1.14258  -0.295
C -0.30836 -1.55323 -1.96121  -0.106
C -1.31156 -2.45324 -1.53329  -0.102
C -0.69086 -3.68388 -1.20478  -0.097
C 1.90276 2.74340 2.44215  -0.189
C 3.01422 -4.11569 -1.98295  -0.194
C -0.11210 4.00317 4.05036  -0.211
C 2.24518 -1.81856 -2.31348  -0.093
C 0.96587 -2.20436 -1.89136  -0.280
C -2.91993 1.02857 1.55058  -0.096
C 0.05167 1.55379 -0.47477  -0.041
C 1.76831 -4.49789 -1.47203  -0.104
C -0.20978 1.23444 3.47327  -0.187
C 0.72244 -3.56443 -1.43578  -0.285
C -3.21636 3.13271 -0.29258  -0.113
Li 1.56320 -3.56590 -3.52289  0.750
H 2.41014 -0.77166 -2.57876  0.121
H -0.26227 0.51971 -0.61232  0.006
H -0.43678 4.51241 0.86760  0.067
H -0.43729 -0.52374 -2.27450  0.079
H -1.15857 -4.59643 -0.84337  0.082
H 0.99728 1.91200 -0.90835  0.049
H 1.58938 -5.50316 -1.07664  0.115
H 3.82396 -4.84852 -2.04339  0.096
H -2.37826 -2.24043 -1.46091  0.095
H 4.24787 -2.50211 -2.74223  0.097

Atomic forces in eV per Å
Co -1.6 -0.6 -0.1
Co -3.3 -1.7 2.3
O 0.1 1.0 -0.5
O 1.3 1.3 -0.7
O 0.4 -0.7 -0.5
O -0.9 0.1 0.8
O 0.9 -0.7 1.1
O 0.8 -0.9 -1.1
C -1.0 1.2 1.4
C 2.9 0.5 -0.7
C 0.1 0.7 -0.3
C 3.7 1.8 -1.8
C 0.3 -0.1 0.0
C 1.3 -0.3 0.0
C 0.5 -0.1 0.0
C 0.3 -0.2 -1.8
C -0.1 -0.8 0.3
C -0.8 1.7 0.9
C 0.4 0.0 0.0
C -1.5 0.5 -0.4
C -1.4 -1.4 0.8
C -0.5 0.2 0.0
C 0.4 -0.1 0.1
C 0.2 -2.0 0.9
C -1.5 -0.1 0.0
C -0.6 0.8 -1.0
Li 0.0 0.1 0.3
H 0.1 -0.4 -0.1
H 0.1 0.4 -0.3
H -0.3 -0.3 -0.1
H -0.1 -0.2 0.0
H 0.0 0.3 -0.1
H -0.2 -0.4 0.5
H 0.2 0.2 -0.4
H -0.3 0.3 0.1
H 0.4 0.0 0.0
H -0.3 -0.1 0.1

***

# 2
Density functional theory data (ωB97M-V/def2-TZVPD) for a structure of composition C18H11BrIN3O6Sn.

charge: +2
2S+1: 1
highest occupied orbital energy: -13.41 eV

Last column: Löwdin charge in e.
Positions of all 41 atoms, in Å:
I -6.48093 -2.10968 -3.24799  0.972
Sn -0.99068 -0.52436 -0.99910  1.397
Br 6.04059 0.91896 0.27332  0.919
O -0.83614 -0.80349 1.05966  -0.269
O -0.18385 -3.43191 -0.78231  0.103
O -2.44260 1.10444 -2.66417  -0.009
O -3.52583 3.06647 -2.67836  0.177
O 1.19131 -5.28557 -0.58781  0.255
O -1.43184 -0.20055 3.13526  0.133
N -2.27100 1.15419 0.01310  0.042
N -2.94956 -1.72745 -0.85121  -0.083
N 8.53549 -0.31664 0.46707  0.200
C -2.24616 1.09061 1.33760  -0.154
C -3.65429 3.08585 0.11662  0.050
C -5.07111 -2.33782 -1.74431  -0.711
C 10.73475 0.57728 0.89478  0.075
C -3.63018 3.02135 1.50871  0.018
C -3.14662 -2.55699 0.18328  -0.110
C -3.88618 -1.62694 -1.80446  -0.195
C 9.71454 -0.25582 0.64277  0.096
C -2.92326 2.01018 2.12939  0.056
C 7.86480 0.87075 0.52386  -0.701
C 8.67737 1.97337 0.78085  -0.045
C -1.44893 -0.05558 1.94235  -0.575
C -2.94568 2.04350 -2.08361  -0.461
C 10.05499 1.82038 0.95725  0.028
C -5.28471 -3.19047 -0.66903  -0.090
C -4.30356 -3.30127 0.30281  -0.011
C 0.50671 -4.36531 -0.68381  -0.380
C -2.96365 2.12650 -0.59299  -0.161
H 11.79010 0.40556 1.02316  0.146
H 10.66911 2.69184 1.15664  0.150
H -6.20088 -3.76068 -0.59395  0.115
H -4.20005 3.85702 -0.40685  0.135
H -3.67164 -0.96407 -2.63120  0.088
H -4.43214 -3.95872 1.15070  0.126
H -3.49292 2.94555 -3.64174  0.160
H -2.35760 -2.60455 0.92175  0.113
H 8.23114 2.95527 0.84394  0.132
H -2.87390 1.90217 3.20371  0.138
H -4.16502 3.75663 2.09429  0.130

Atomic forces in eV per Å
I 0.0 0.0 0.0
Sn -0.1 0.1 0.0
Br 0.1 0.0 0.0
O 0.0 0.0 0.0
O 0.0 0.0 0.0
O 0.0 0.0 0.0
O 0.0 0.0 0.0
O 0.0 0.0 0.0
O 0.0 0.0 0.0
N 0.0 0.0 0.0
N 0.0 0.0 0.0
N 0.0 0.0 0.0
C 0.0 0.0 0.0
C 0.0 0.0 0.0
C 0.0 0.0 0.0
C 0.0 0.0 0.0
C 0.0 0.0 0.0
C 0.0 0.0 0.0
C 0.0 0.0 0.0
C 0.0 0.0 0.0
C 0.0 0.0 0.0
C 0.0 0.0 0.0
C 0.0 0.0 0.0
C 0.0 0.0 0.0
C 0.0 0.0 0.0
C 0.0 0.0 0.0
C 0.0 0.0 0.0
C 0.0 0.0 0.0
C 0.0 0.0 0.0
C 0.0 0.0 0.0
H 0.0 0.0 0.0
H 0.0 0.0 0.0
H 0.0 0.0 0.0
H 0.0 0.0 0.0
H 0.0 0.0 0.0
H 0.0 0.0 0.0
H 0.0 0.0 0.0
H 0.0 0.0 0.0
H 0.0 0.0 0.0
H 0.0 0.0 0.0
H 0.0 0.0 0.0

***

# 3
Density functional theory data (ωB97M-V/def2-TZVPD) for a structure of composition C18H11Cl3NNaO in a non-equilibrium geometry.

2S+1: 1
highest occupied orbital energy: -4.68 eV

Last column: Löwdin charge in e.
Positions of all 35 atoms, in Å:
Cl -1.25858 -5.77588 0.33185  0.745
Cl -1.16304 -0.92420 -1.06972  0.741
Cl 1.69622 -1.65671 -1.01228  0.628
Na 3.49938 1.61143 -1.75877  0.564
O 0.54225 -0.31865 1.38618  0.091
N -0.20221 -1.90404 3.51927  0.136
C -0.72659 -4.17669 0.64892  -0.608
C -0.67232 2.73728 -1.60447  -0.152
C -0.35703 -3.38952 -0.39393  -0.194
C -0.26398 -2.39245 2.28346  -0.131
C 1.73880 2.40523 -0.34471  0.094
C 0.05850 -1.99431 -0.26114  -0.994
C 1.61122 4.15213 -2.02709  -0.032
C 0.76538 1.56932 -2.49101  -0.100
C -1.05445 -4.51358 3.13151  -0.029
C -0.46838 4.88559 -2.58247  -0.137
C -0.54116 -2.65648 4.56098  -0.103
C -0.59474 1.52863 -2.40273  -0.165
C -0.97764 -3.98904 4.40799  -0.034
C 0.96606 2.80898 -1.50922  -0.537
C -1.32698 3.91330 -1.97658  -0.080
C -0.69566 -3.72989 2.02344  -0.159
C 0.74478 5.24684 -1.88902  -0.091
C 0.15654 -1.44918 1.19539  -0.392
H -0.46566 -2.19812 5.54685  0.111
H 1.29710 2.20244 0.61827  -0.007
H 2.61935 4.12199 -2.43694  0.069
H -2.34314 4.12065 -1.62396  0.096
H -0.42424 -3.76854 -1.40865  0.110
H 1.55630 1.10936 -3.10207  0.061
H -0.56855 5.26473 -3.63041  0.105
H 0.81379 6.19774 -1.36316  0.098
H -1.33777 1.05019 -3.04135  0.094
H -1.38812 -5.53535 2.97816  0.091
H -1.23545 -4.55322 5.29743  0.107

Atomic forces in eV per Å
Cl -0.1 -0.4 -0.1
Cl 0.2 -0.9 0.4
Cl -0.8 -0.6 0.2
Na -0.3 0.1 0.4
O -0.4 -1.3 0.0
N 0.1 0.2 0.2
C 0.6 1.0 -1.5
C 1.8 -0.5 0.2
C -0.4 -1.4 0.3
C -0.4 -1.0 0.7
C 1.3 -0.6 -1.3
C 0.3 1.4 0.4
C -1.5 0.0 1.6
C 3.1 0.6 1.2
C 0.0 0.0 -0.3
C -3.0 0.3 1.6
C -0.2 -0.7 -0.6
C -0.8 2.2 0.9
C 0.3 1.0 0.1
C -2.0 -0.4 -3.5
C 0.4 1.1 -0.5
C 0.3 1.2 1.0
C 2.1 -2.8 -1.3
C 0.3 0.9 -0.2
H 0.0 -0.1 -0.2
H -0.7 -0.1 0.0
H 0.7 0.4 1.3
H -0.6 -0.6 -1.9
H 0.0 0.0 0.1
H -0.6 -0.5 0.1
H -0.9 0.7 1.5
H 0.9 0.4 -1.2
H 0.1 0.0 0.4
H 0.1 0.2 0.0
H 0.0 -0.1 -0.2

***

# 4
Density functional theory data (ωB97M-V/def2-TZVPD) for a structure of composition C18H11Cl6NOPd.

2S+1: 1
highest occupied orbital energy: -7.76 eV

Last column: Löwdin charge in e.
Positions of all 38 atoms, in Å:
Pd -0.14456 0.35955 0.25782  0.834
Cl -1.59876 -2.08375 1.26596  0.690
Cl -4.40452 -3.42456 0.90264  0.677
Cl 2.93706 4.59738 1.75043  0.673
Cl -4.21237 -2.32219 -4.37420  0.677
Cl -5.71623 -3.55785 -1.93323  0.662
Cl -1.42430 -0.94857 -3.96558  0.703
O -0.47334 -1.03459 -1.24027  -0.265
N 1.76983 -0.59431 0.67659  -0.036
C -3.58882 -2.75422 -0.45933  -0.707
C 1.51781 3.74590 1.22738  -0.670
C -1.77911 1.50723 -0.13562  -0.111
C -0.79523 2.46076 0.32565  -0.363
C 3.76117 -0.89278 1.96451  -0.054
C 3.50382 -2.03088 -0.11042  -0.044
C -0.05807 3.32328 -0.53778  -0.030
C -0.28510 2.21187 1.63136  -0.127
C -1.63730 -1.58420 -1.37401  -0.504
C -2.26225 -1.65744 -2.63467  -0.616
C -2.34950 -2.15782 -0.29722  -0.602
C 2.51169 -0.33841 1.75886  -0.120
C -3.49911 -2.26244 -2.80737  -0.704
C 1.06084 3.95761 -0.09525  -0.091
C -4.17576 -2.81481 -1.72112  -0.722
C 4.27078 -1.75432 1.00762  -0.060
C 0.86563 2.91810 2.08084  -0.124
C 2.26083 -1.43610 -0.23996  -0.106
H -0.92045 1.73680 2.37166  0.116
H 2.07826 0.33299 2.48584  0.099
H 4.31574 -0.64900 2.85958  0.108
H -2.07529 1.53932 -1.17758  0.078
H 1.20758 2.81385 3.10164  0.108
H 3.85460 -2.70257 -0.88100  0.110
H 1.61764 4.62475 -0.73851  0.108
H 1.61178 -1.62926 -1.08372  0.100
H -0.41674 3.47556 -1.54815  0.123
H 5.24606 -2.20535 1.13503  0.111
H -2.57432 1.23047 0.55156  0.077

Atomic forces in eV per Å
Pd 0.1 0.6 0.1
Cl -0.1 -0.1 -0.1
Cl 0.0 0.0 0.0
Cl 0.0 0.0 0.0
Cl 0.0 0.0 0.0
Cl 0.0 0.0 0.0
Cl 0.0 0.0 0.0
O 0.1 -0.1 0.0
N 0.0 0.0 0.1
C -0.1 0.0 0.0
C 0.1 0.2 -0.2
C 0.1 0.2 0.1
C 0.0 -0.7 0.0
C 0.0 0.0 0.0
C 0.0 0.0 0.0
C -0.1 0.0 0.0
C 0.0 0.2 -0.1
C -0.1 0.0 0.1
C 0.0 0.0 -0.1
C 0.2 0.1 0.1
C 0.0 0.0 0.0
C 0.0 0.0 0.0
C 0.1 0.0 0.1
C 0.0 0.0 0.0
C 0.0 0.0 0.0
C -0.2 -0.3 0.1
C -0.1 0.0 0.0
H 0.0 -0.1 -0.1
H 0.0 0.1 0.0
H 0.0 0.0 0.0
H 0.0 0.0 0.0
H 0.0 0.0 0.0
H 0.0 0.0 0.0
H 0.0 0.0 0.0
H 0.0 0.0 0.0
H 0.0 0.0 0.0
H 0.0 0.0 0.0
H 0.0 -0.1 0.0

***

# 5
Density functional theory data (ωB97M-V/def2-TZVPD) for a structure of composition C18H12Cl6F3GeN5SSeV in a non-equilibrium geometry.

charge: +2
expectation value of S²: 0.805
2S+1: 2
highest occupied orbital energy (alpha / beta): -13.73 / -13.21 eV

Last column: Löwdin charge in e.
Positions of all 48 atoms, in Å:
Se 1.39068 -0.87609 0.13116  1.219
Ge -2.53989 2.68636 -0.94850  -0.104
V -1.04974 1.07797 0.98778  0.065
Cl -0.86515 3.32748 0.28279  0.402
Cl -2.95158 -3.40908 2.69131  0.679
Cl -3.50014 1.55777 0.64667  0.373
Cl -3.69295 4.20828 -1.72940  0.367
Cl -3.61638 -3.48334 -0.13621  0.663
Cl -0.91205 -4.18314 0.72358  0.648
S -0.56526 1.15429 3.33788  0.770
F 2.28305 -4.26769 -5.05951  0.166
F 1.24816 -5.22220 -3.41556  0.147
F 0.32540 -5.13237 -5.36821  0.171
N -2.93659 2.22889 3.89139  0.131
N 3.05951 -0.47492 0.29057  -0.207
N -1.15727 2.94182 5.17174  0.150
N 0.85343 0.68142 0.86666  -0.427
N -1.51273 -0.68368 1.08780  -0.020
C 0.43190 -3.14873 -4.09096  -0.082
C -1.30088 0.27954 -2.45701  -0.045
C 1.95730 1.37429 1.21190  -0.346
C -1.64736 2.19006 4.20242  -0.793
C 0.59614 -0.83055 -3.51495  -0.018
C -1.79111 1.25821 -1.93174  -0.178
C -1.90479 -1.76777 0.98653  -0.290
C -0.91137 -3.16359 -3.73432  0.021
C 3.24192 3.17717 2.11896  -0.025
C -2.33725 -3.14623 1.03964  -1.570
C 2.01758 2.62163 1.87226  -0.078
C 1.08253 -4.44628 -4.51037  -0.591
C -0.73731 -0.85807 -3.09083  -0.252
C -1.50292 -2.01752 -3.24048  -0.001
C 1.17767 -1.97947 -4.01999  0.023
C 4.44770 1.31466 1.15372  0.016
C 3.19718 0.70989 0.86825  -0.344
C 4.45363 2.53491 1.75451  -0.035
H 3.29004 4.14205 2.60497  0.122
H -1.74676 3.48256 5.78773  0.138
H -0.17416 2.89808 5.38678  0.120
H 1.11454 3.10641 2.20966  0.052
H 5.35592 0.78491 0.90492  0.132
H 1.16295 0.08921 -3.45861  0.129
H -3.28481 1.52779 3.26458  0.048
H -2.54828 -2.00679 -2.97402  0.117
H 5.38865 3.03178 1.97073  0.123
H -3.61105 2.75698 4.42630  0.139
H 2.20632 -1.97225 -4.35206  0.135
H -1.48441 -4.07468 -3.84049  0.138

Atomic forces in eV per Å
Se -0.1 -0.1 0.0
Ge 0.4 -0.7 -0.5
V -0.8 2.5 0.7
Cl 0.3 1.4 -0.3
Cl 0.2 0.1 -0.3
Cl -0.6 0.1 0.0
Cl -0.1 0.1 -0.1
Cl 0.2 0.2 0.1
Cl -0.4 0.3 0.0
S -0.5 0.0 0.0
F 0.0 0.1 0.0
F 0.0 0.1 -0.1
F -0.1 0.1 0.0
N 0.0 0.1 0.3
N 0.8 0.1 -0.1
N -0.2 0.1 0.2
N 1.7 -0.2 -0.1
N -0.6 -4.1 -0.3
C 0.0 0.1 -0.1
C -0.2 0.4 -0.1
C 0.0 -0.5 -0.3
C 0.3 0.0 -0.2
C -0.1 0.0 0.0
C -0.2 0.6 0.5
C 0.2 0.9 0.4
C 0.0 -0.1 0.0
C -0.6 0.0 -0.1
C -0.1 -1.2 0.2
C 0.1 0.4 0.2
C 0.0 -0.3 0.2
C 0.3 -0.2 0.0
C 0.1 -0.1 0.0
C 0.0 -0.1 0.0
C 0.3 0.3 0.2
C -0.6 -0.4 -0.1
C 0.3 -0.4 -0.2
H 0.0 0.0 0.0
H 0.0 0.0 0.0
H 0.0 0.0 0.0
H 0.0 0.1 -0.1
H 0.0 0.0 -0.1
H 0.0 0.0 0.1
H -0.1 0.0 0.0
H -0.1 0.0 0.1
H 0.0 0.0 0.0
H 0.0 0.0 0.0
H 0.0 0.0 0.0
H 0.0 0.0 0.0

***

# 6
Density functional theory data (ωB97M-V/def2-TZVPD) for an isolated molecule of C18H12N2O3S.

2S+1: 1
highest occupied orbital energy: -8.66 eV

Last column: Löwdin charge in e.
Positions of all 36 atoms, in Å:
S -0.01640 -0.56480 -0.52849  1.139
O 1.94635 -0.83151 -4.53735  0.136
O 2.70730 1.22522 -4.24551  0.147
O 0.92869 3.07053 0.70835  0.111
N -0.38398 3.28234 3.09007  0.139
N -0.29163 1.40901 1.72062  0.136
C 1.36733 1.35495 -1.56086  -0.003
C 1.25181 -1.92198 -4.13122  -0.179
C -1.33634 1.22702 3.88469  -0.201
C -1.69223 1.86913 5.05868  -0.037
C -0.73116 3.87168 4.21846  -0.134
C 0.58424 -1.98043 -2.89399  -0.159
C 1.21171 -3.01673 -4.99069  0.013
C 0.45413 1.96298 0.70929  -0.474
C 0.68293 -0.80999 -2.08483  -0.388
C -0.66810 2.00610 2.91962  -0.252
C 2.06832 0.31377 -3.79499  -0.391
C -0.11218 -3.13983 -2.54332  -0.031
C 0.65093 1.04842 -0.44008  -0.385
C -0.14417 -4.21487 -3.40184  -0.079
C 0.51804 -4.15151 -4.62448  -0.067
C -1.38925 3.21163 5.24092  -0.066
C 1.39176 0.30298 -2.50252  -0.140
C -1.64848 -0.22305 3.66322  -0.046
H 1.73004 -2.95047 -5.93359  0.124
H -0.61983 -3.16976 -1.59048  0.103
H -2.30819 -0.35561 2.80454  0.085
H 0.48989 -4.99711 -5.29405  0.107
H -2.20656 1.31742 5.83351  0.112
H -2.14805 -0.63328 4.53750  0.079
H -0.59823 0.45380 1.60427  0.063
H -0.73757 -0.79795 3.49275  0.086
H -0.68312 -5.10828 -3.12751  0.105
H -1.65955 3.72290 6.15090  0.098
H -0.46648 4.91719 4.29188  0.107
H 1.85803 2.30007 -1.70348  0.140

Atomic forces in eV per Å
S 0.3 0.2 -0.5
O 0.2 0.0 -0.3
O -0.2 -0.3 0.1
O 0.1 -0.1 -0.2
N 0.1 -0.1 -0.4
N -0.2 -0.4 0.1
C -0.2 0.1 0.4
C -0.5 -0.6 0.5
C 0.0 0.1 0.0
C 0.1 0.1 -0.2
C -0.2 -0.1 0.4
C 0.2 -0.3 -0.6
C 0.1 0.3 0.0
C 0.2 0.2 -0.1
C 0.2 0.8 0.3
C -0.2 0.2 0.6
C 0.2 0.5 0.0
C 0.2 0.2 -0.2
C 0.2 -0.3 -0.6
C -0.1 -0.1 0.1
C 0.0 0.1 0.0
C 0.0 0.0 0.0
C -0.4 -0.7 0.3
C 0.0 0.1 0.0
H 0.1 0.0 -0.1
H -0.1 -0.1 0.1
H -0.1 -0.1 -0.1
H 0.0 -0.1 -0.1
H 0.0 -0.1 0.0
H 0.0 -0.1 0.0
H 0.1 0.2 0.0
H 0.0 -0.1 0.0
H 0.0 -0.1 0.0
H 0.0 0.1 0.1
H 0.0 0.1 0.1
H 0.1 0.2 0.0

***

Result set for molecular weight: 447.1 690.8 386.6 576.4 802.6 336.4 Da, one per record in the order listed.
Result set for DFT total energy: -3916.36523 -4393.75948 -2364.88805 -3711.56355 -9847.70599 -1426.60234 Ha, one per record in the order listed.
Result set for energy above the lowest of the compared OMol25 structures with the same formula, charge and spin: 0.000 0.000 5.232 0.220 0.000 0.374 eV, one per record in the order listed.